Record 1
Computed, not measured: C2H4ClPS in the gas phase, with wB97M-V/def2-TZVPD.

The value obtained for the orbital gap is 9.613 eV. For the HOMO energy, the calculation gives -8.910 eV. Its SMILES is PS/C=C/Cl. For the total energy, the calculation gives -1278.25594 hartree. For the LUMO energy, the calculation gives 0.703 eV.

Structure (XYZ):
```
9
Properties=species:S:1:pos:R:3:forces:R:3:mulliken_charge:R:1
P -0.4085 -1.2325 0.0111 1.202 0.122 0.846 -0.039
S -0.7804 0.6456 0.8578 1.674 2.402 -1.725 -0.177
C 0.1501 1.8331 -0.5824 -0.109 -4.030 3.491 -0.405
C 1.3843 1.4962 -0.8407 -0.739 -0.694 1.319 -0.080
Cl 2.3987 2.3025 -1.9053 0.792 0.379 -0.740 -0.152
H -0.5703 -1.8111 1.3024 0.158 -0.271 -0.281 0.067
H -1.7214 -1.3040 -0.2319 -1.823 -0.881 -0.754 0.072
H -0.5832 2.4986 -0.7513 -1.698 2.555 -1.345 0.438
H 1.7357 0.6573 -0.2205 0.543 0.418 -0.811 0.275
```
Positions in Å, forces in eV/Å.

Record 2
Computed, not measured: a gas-phase ion, C7H12BrN3O2 (charge +2), with wB97M-V/def2-TZVPD.

The value obtained for the orbital gap is 9.083 eV. For the HOMO energy, the calculation gives -19.620 eV. Its SMILES is CC[N+]1(CC)C([N+](=O)[O-])=C[NH+]=C1Br. For the total energy, the calculation gives -3161.83845 hartree. As for the total charge: +2. For the LUMO energy, the calculation gives -10.537 eV.

Structure (XYZ):
```
25
Properties=species:S:1:pos:R:3:forces:R:3:mulliken_charge:R:1
C 0.0677 2.5093 0.3869 -0.014 -0.029 0.030 -1.162
C 0.0876 1.4202 -0.6609 0.033 1.072 -0.330 -0.493
N 0.1506 0.0078 -0.0948 -3.055 -0.459 2.251 0.132
C 0.0736 -1.0091 -1.2203 -0.007 -0.883 -0.777 -0.486
C -0.1290 -2.4306 -0.7481 -0.012 0.023 0.010 -1.164
C -1.1438 -0.2307 1.0177 2.649 0.311 -1.563 -0.096
N -2.5533 -0.1458 0.5504 1.709 -0.112 0.895 1.176
O -3.3216 -0.3655 1.4231 -0.930 -0.156 0.553 -0.501
O -2.6957 0.1269 -0.5976 -0.424 0.229 -1.110 -0.521
C -0.5360 -0.4764 2.1743 -1.571 0.067 -0.302 -0.473
N 0.8470 -0.4527 2.0296 0.877 0.275 -1.257 0.167
C 1.2431 -0.1969 0.7959 0.994 -0.207 0.900 0.019
Br 2.9999 -0.1044 0.2547 -0.866 -0.036 0.271 0.239
H -0.8041 2.4570 1.0340 -0.091 -0.007 0.053 0.319
H 0.9698 2.5404 0.9931 0.139 0.016 0.082 0.352
H 0.0082 3.4611 -0.1414 0.035 -0.008 -0.003 0.430
H 0.9562 1.5269 -1.3156 -0.045 -0.215 0.006 0.584
H -0.8214 1.4585 -1.2686 0.222 -0.286 0.117 0.472
H -0.7612 -0.7036 -1.8579 0.216 0.223 0.256 0.443
H 1.0034 -0.9203 -1.7878 -0.044 0.227 0.097 0.615
H -0.1219 -3.0701 -1.6310 0.045 0.004 0.007 0.432
H 0.6618 -2.7822 -0.0911 0.156 -0.082 0.095 0.337
H -1.0909 -2.5775 -0.2657 -0.117 -0.018 0.055 0.327
H -1.0000 -0.6764 3.1355 0.069 0.007 -0.093 0.514
H 1.4815 -0.6203 2.8160 0.032 0.045 -0.242 0.336
```
Positions in Å, forces in eV/Å.

Record 3
Computed, not measured: a molecular structure, C9H14BF7InO7S, with wB97M-V/def2-TZVPD.

The value obtained for the orbital gap is 7.901 eV. For the HOMO energy, the calculation gives -5.341 eV. For the total energy, the calculation gives -2190.36365 hartree. As for the total charge: -1. For the LUMO energy, the calculation gives 2.561 eV.

Structure (XYZ):
```
40
Properties=species:S:1:pos:R:3:forces:R:3:mulliken_charge:R:1
C -4.1701 -1.3535 3.4459 -0.016 0.349 -0.291 -0.981
C -3.5886 -1.8329 2.1101 -0.226 -0.344 0.081 -0.203
O -2.1623 -1.7875 2.0649 -0.223 0.335 -0.154 -0.418
B -1.5081 -0.5948 1.9898 0.266 -0.066 -0.222 0.181
O -2.2698 0.5850 1.9389 -0.294 -0.369 0.614 -0.586
In 0.7774 -0.5187 1.8451 -0.238 0.444 0.921 0.728
C 1.9766 -1.5607 3.3869 0.260 -0.341 -0.020 -0.838
C 1.5650 -2.9949 3.6589 0.106 0.084 0.063 -0.214
F 0.4018 -3.3724 2.9431 0.210 0.077 0.163 -0.265
S 1.3406 -1.6634 -0.4092 -0.355 -0.742 -0.399 0.900
O 2.1275 -2.8807 -0.2216 0.057 0.295 -0.042 -0.685
O 0.0977 -1.7970 -1.1718 0.228 0.202 0.123 -0.685
C 2.4189 -0.7063 -1.7001 0.310 -0.074 -0.256 0.516
F 3.6672 -1.2437 -1.7488 -0.338 0.187 -0.035 -0.269
F 1.8610 -0.8301 -2.9324 0.161 0.002 0.325 -0.261
C 2.5873 0.7949 -1.4344 -0.025 0.008 -0.124 0.466
F 1.3926 1.3813 -1.2619 0.133 -0.082 0.054 -0.220
F 3.3421 1.0130 -0.3636 -0.057 0.006 -0.030 -0.222
F 3.1768 1.4111 -2.4854 -0.024 -0.014 0.072 -0.310
H -5.0462 -1.9510 3.7123 0.124 0.023 0.101 0.355
H -3.4123 -1.4154 4.2305 -0.139 -0.190 -0.021 0.257
H -4.4856 -0.3075 3.3721 0.102 -0.136 0.068 0.231
H -4.0204 -1.2661 1.2802 0.106 0.011 0.065 0.266
H -3.8565 -2.8844 1.9582 0.151 0.139 -0.010 0.322
H -1.9744 1.1854 2.6332 0.195 0.198 -0.503 0.271
H 1.3862 1.1420 1.7542 0.062 -0.111 -0.103 -0.362
H 3.0341 -1.5356 3.0979 -0.168 0.054 -0.038 0.320
H 1.8936 -0.9616 4.3020 -0.088 0.026 -0.157 0.331
H 2.3452 -3.7083 3.3658 -0.203 0.106 -0.038 0.181
H 1.3263 -3.1552 4.7196 -0.045 -0.047 -0.204 0.204
C 0.9139 3.4117 -4.7045 0.136 -0.008 -0.014 -0.390
C 0.0692 3.3322 -3.4507 -0.052 -0.018 -0.097 0.568
O -1.2469 3.4356 -3.9723 -0.015 -0.201 0.056 -0.339
C -1.2352 2.9795 -5.2525 0.039 0.111 -0.023 0.630
O -2.1986 2.7337 -5.8961 -0.010 0.044 -0.006 -0.514
O 0.0412 2.8529 -5.6899 0.025 0.011 0.005 -0.344
F 0.2977 4.3696 -2.6101 -0.045 0.060 -0.061 -0.298
H 1.1271 4.4517 -4.9585 -0.004 0.030 0.078 0.280
H 1.8380 2.8444 -4.6427 -0.079 -0.124 -0.069 0.237
H 0.1702 2.3977 -2.9029 -0.028 0.063 0.125 0.160
```
Positions in Å, forces in eV/Å.

Record 4
Computed, not measured: 2 unconnected molecules or ions with the total composition C3H10O2P2, with wB97M-V/def2-TZVPD.

The value obtained for the orbital gap (spin up / spin down) is 7.040 / 7.038 eV. For the HOMO energy (spin up / spin down), the calculation gives -7.435 / -7.435 eV. For the total energy, the calculation gives -953.38570 hartree. For the LUMO energy (spin up / spin down), the calculation gives -0.394 / -0.397 eV.

Structure (XYZ):
```
17
Properties=species:S:1:pos:R:3:forces:R:3:mulliken_charge:R:1
C -0.9877 -1.9593 -0.8874 -0.189 0.046 -0.095 -0.562
C 0.8776 1.9596 -1.2290 0.171 0.513 -0.008 -0.706
C -1.3192 0.4261 1.8518 2.094 -0.767 -1.688 -1.049
O 0.3043 -1.7235 -0.3400 0.272 0.363 0.485 -0.219
O 0.4966 0.6060 -1.1257 -0.234 -0.806 0.579 -0.231
P 2.7580 -0.1658 0.7472 -0.297 0.596 -0.516 -0.174
P 0.7647 -0.2850 0.2049 -1.431 0.501 0.472 0.342
H -1.7587 -1.5270 -0.2486 -0.052 -0.031 0.025 0.276
H -1.1028 -3.0400 -0.9420 -0.055 0.069 0.010 0.243
H -1.0566 -1.5250 -1.8857 0.003 -0.024 0.051 0.237
H 0.2291 2.5934 -0.6202 0.011 -0.004 0.002 0.279
H 0.7701 2.2311 -2.2799 0.020 0.016 0.126 0.215
H 1.9152 2.0989 -0.9190 -0.029 0.030 -0.034 0.320
H -2.1012 0.6903 1.1642 -0.202 0.054 -0.182 0.343
H -1.4630 -0.4764 2.4161 -0.044 -0.244 0.116 0.345
H -0.8702 1.2402 2.3897 0.180 0.185 0.076 0.361
H 2.5439 -1.1434 1.7037 -0.218 -0.496 0.581 -0.019
```
Positions in Å, forces in eV/Å.